(1)
CH2S4 as an isolated structure in a non-equilibrium geometry. Source: OMol25; level of theory: ωB97M-V/def2-TZVPD.

Net charge: 0
HOMO (eV): -8.26
HOMO-LUMO gap (eV): 7.45
Lowest unoccupied orbital energy (eV): -0.81
Multiplicity: 1

Last column: Löwdin charge in e.
Positions of all 7 atoms, in Å:
C (-0.1263, -0.2438, -0.1486)  -1.611
S (2.0606, -0.6540, -0.6762)  0.205
S (0.4449, -1.8261, -0.0150)  0.372
S (-1.0299, 0.5848, -1.5553)  0.624
S (-0.0532, 0.7916, 1.2983)  0.629
H (-1.8984, 1.4871, -0.9449)  -0.111
H (0.6022, -0.1397, 2.0417)  -0.109


(2)
One molecule with the formula C5H7NO2 in a non-equilibrium geometry. Source: OMol25; level of theory: ωB97M-V/def2-TZVPD.

Net charge: 0
HOMO (eV): -7.37
HOMO-LUMO gap (eV): 7.46
Lowest unoccupied orbital energy (eV): 0.09
Multiplicity: 1

Last column: Löwdin charge in e.
Positions of all 15 atoms, in Å:
C (-0.2042, 0.9713, -0.6489)  -0.126
C (0.3013, 0.6304, 0.6163)  -0.526
C (0.6999, -0.8325, -1.0734)  -0.183
C (0.6735, -0.9162, 0.3800)  -0.243
C (-0.3620, -2.0038, 0.8667)  -0.070
N (-0.5821, 2.3522, -0.9552)  0.079
O (0.5150, 1.3643, 1.5631)  -0.023
O (1.2335, -1.1773, -2.0800)  0.128
H (1.6914, -1.1722, 0.8246)  0.172
H (-0.0095, -3.0297, 0.7798)  0.056
H (-1.4873, -1.9881, 0.5619)  0.112
H (-0.3670, -2.0627, 1.9942)  0.082
H (-0.1937, 2.6561, 0.0229)  0.172
H (-1.7000, 2.3738, -1.0163)  0.198
H (-0.2087, 2.8343, -1.8356)  0.174


(3)
A 3-piece molecular cluster, C4H17N2O2 overall in a non-equilibrium geometry. Source: OMol25; level of theory: ωB97M-V/def2-TZVPD.

Net charge: +1
HOMO (eV): -13.04
HOMO-LUMO gap (eV): 10.17
Lowest unoccupied orbital energy (eV): -2.88
Multiplicity: 1

Last column: Löwdin charge in e.
Positions of all 25 atoms, in Å:
C (-0.3807, -1.6655, -0.0539)  -0.149
C (-0.7410, -1.2894, -1.4983)  -0.187
C (-0.6475, 0.0846, -2.1263)  -0.167
C (1.0808, 1.7907, -1.3465)  -0.118
N (-0.3241, 1.3021, -1.1794)  -0.118
N (-1.0813, -0.6478, 0.7578)  0.128
H (0.7171, -1.6203, 0.0354)  0.134
H (-0.8373, -2.5717, 0.2568)  0.123
H (-0.1919, -1.9609, -2.2128)  0.140
H (-1.7611, -1.4763, -1.6866)  0.087
H (-1.6279, 0.2236, -2.4504)  0.086
H (0.1594, 0.0813, -2.9045)  0.123
H (0.9983, 2.7848, -1.6451)  0.050
H (1.6984, 1.4754, -2.2268)  0.094
H (1.7635, 1.7646, -0.5061)  0.067
H (-1.0507, 1.9956, -1.5090)  0.124
H (-0.7120, 0.3273, 0.6052)  0.135
H (-2.0945, -0.7793, 0.4835)  0.192
H (-0.9041, -0.8282, 1.7681)  0.138
H (1.1610, -0.2868, 2.5658)  -0.064
H (0.9231, -1.7215, 3.0393)  0.000
O (0.9702, -1.1614, 2.3660)  0.020
H (0.2291, 1.6179, 3.4400)  0.088
H (1.7741, 1.3664, 3.1516)  0.080
O (0.8793, 1.1949, 2.8763)  -0.006


(4)
One molecule with the formula C3H10Cl2Si2 in a non-equilibrium geometry. Source: OMol25; level of theory: ωB97M-V/def2-TZVPD.

Net charge: 0
HOMO (alpha / beta) (eV): -5.62 / -10.47
HOMO-LUMO gap (alpha / beta) (eV): 6.04 / 6.76
Expectation value of S²: 2.003
Lowest unoccupied orbital energy (alpha / beta) (eV): 0.42 / -3.71
Multiplicity: 3

Last column: Löwdin charge in e.
Positions of all 17 atoms, in Å:
C (-1.8388, 1.9549, -0.9872)  -0.333
C (1.1715, -0.1468, 1.7542)  -0.281
C (1.5700, -2.1271, -0.5459)  -0.214
Si (-1.6920, 0.2991, -0.2030)  0.196
Si (0.9337, -0.2626, -0.1200)  0.193
Cl (2.0798, 1.2472, -1.0058)  0.221
Cl (-3.3943, -0.6333, -1.1665)  0.085
H (-0.7877, 2.3584, -0.9742)  0.012
H (-2.2143, 2.0278, -1.9922)  0.020
H (-2.4794, 2.5965, -0.3940)  0.032
H (0.1322, -0.1104, 2.0404)  -0.043
H (1.5834, -1.0310, 2.2840)  0.039
H (1.7731, 0.7897, 2.0312)  0.056
H (1.1761, -2.4490, -1.5524)  0.031
H (2.6239, -1.9351, -0.5903)  -0.001
H (1.4320, -2.9875, 0.1116)  0.023
H (-2.0692, 0.4091, 1.3103)  -0.034


Looking at ΔE to the lowest compared entry with this formula, charge and spin for the records above, in order, we have 1.291 5.339 2.837 0.000 eV.